No. 1
This record from the Open Molecules 2025 dataset describes a cluster of 3 separate species, C6H12N6O3 in total in a non-equilibrium geometry. The level of theory is ωB97M-V/def2-TZVPD.

Calculated values
Charge: 0
Gap between HOMO and LUMO: 9.5 eV
HOMO: -0.3425 Ha
Multiplicity: 1
Molecular weight: 216.2 g mol⁻¹
Energy relative to the best compared isomer or geometry (same formula, charge and spin): 11.4423 eV

Cartesian coordinates (Å):
C  3.744  0.315  -0.230
C  1.609  -0.753  -0.257
C  -0.021  0.874  -0.109
C  -1.670  2.495  0.249
C  -0.620  -1.248  -0.414
C  -2.952  -1.956  0.320
H  2.466  0.576  1.361
H  4.805  -0.089  -0.302
H  3.570  1.085  -0.925
H  3.431  -1.945  -0.237
H  0.311  2.733  -0.396
H  -1.785  2.013  1.367
H  -1.800  3.486  0.889
H  -3.045  1.572  -0.872
H  -1.211  -3.111  -1.275
H  -3.213  -3.208  1.230
H  -4.074  -1.490  -0.485
H  -1.871  -0.196  1.141
N  2.916  -1.004  -0.547
N  1.252  0.556  -0.015
N  -0.323  2.177  0.092
N  -1.038  0.060  -0.359
N  -1.698  -2.059  -0.773
N  0.535  -1.683  -0.479
O  3.569  0.523  1.135
O  -2.652  2.452  -0.873
O  -2.121  -1.239  1.702

Cartesian forces (eV/Å) of the 6 atoms listed first:
1.4 -5.0 2.2
-3.7 0.2 -2.0
-1.4 -0.9 0.0
-2.5 2.2 4.6
-5.3 1.5 -1.6
1.8 -1.9 1.5



No. 2
This record from the Open Molecules 2025 dataset describes the ion C6H12NO with charge -1 in a non-equilibrium geometry. The level of theory is ωB97M-V/def2-TZVPD.

Calculated values
Charge: -1
Gap between HOMO and LUMO: 5.4 eV
HOMO: -0.0484 Ha
Multiplicity: 1
Molecular weight: 114.2 g mol⁻¹
Energy relative to the best compared isomer or geometry (same formula, charge and spin): 1.0604 eV

Cartesian coordinates (Å):
C  -2.627  0.235  0.484
O  -2.001  1.029  1.466
C  -1.521  -0.329  -0.473
C  -0.497  0.704  -0.823
C  0.899  0.433  -0.532
C  1.918  0.717  -1.396
C  2.120  -1.151  0.859
N  1.216  0.001  0.804
H  -3.367  0.744  -0.147
H  -3.133  -0.539  1.069
H  -2.102  -0.710  -1.324
H  -1.000  -1.171  -0.019
H  -0.718  1.626  -1.354
H  -1.222  1.391  0.975
H  2.950  0.463  -1.145
H  1.784  1.293  -2.301
H  2.013  -1.623  1.842
H  1.818  -1.939  0.158
H  3.148  -0.858  0.687
H  0.321  -0.314  1.171

Cartesian forces (eV/Å) of the 6 atoms listed first:
0.9 -0.8 0.4
-0.4 0.5 0.1
-0.8 0.8 0.0
0.8 0.2 1.1
-0.4 1.4 -0.7
0.8 -0.2 0.4



No. 3
This record from the Open Molecules 2025 dataset describes the ion C6H12NO with charge -1 in a non-equilibrium geometry. The level of theory is ωB97M-V/def2-TZVPD.

Calculated values
Charge: -1
Gap between HOMO and LUMO: 6.2 eV
HOMO: -0.0909 Ha
Multiplicity: 1
Molecular weight: 114.2 g mol⁻¹
Energy relative to the best compared isomer or geometry (same formula, charge and spin): 0.1699 eV
SMILES: C=C(C)C[C@@H](N)C[O-]

Cartesian coordinates (Å):
C  -0.541  -0.814  2.097
O  0.644  -1.338  2.379
C  -0.529  0.161  0.826
C  0.581  -0.331  -0.072
C  0.701  0.374  -1.387
C  0.472  -0.263  -2.534
C  0.863  1.873  -1.395
N  -1.828  0.162  0.113
H  -0.941  -0.170  2.932
H  -1.411  -1.496  1.863
H  -0.356  1.152  1.235
H  0.453  -1.400  -0.220
H  1.484  -0.293  0.527
H  0.467  0.235  -3.502
H  0.312  -1.335  -2.562
H  0.550  2.350  -0.466
H  0.410  2.297  -2.287
H  1.933  2.140  -1.446
H  -1.723  -0.399  -0.726
H  -2.517  -0.313  0.689

Cartesian forces (eV/Å) of the 6 atoms listed first:
0.2 0.8 -0.1
-0.1 -0.4 0.2
-0.8 -0.9 0.4
0.4 0.1 -0.1
-0.9 0.2 0.0
0.2 -0.2 -0.3



No. 4
This record from the Open Molecules 2025 dataset describes the ion C6H12NO with charge -1 in a non-equilibrium geometry. The level of theory is ωB97M-V/def2-TZVPD.

Calculated values
Charge: -1
Gap between HOMO and LUMO: 3.8 eV
HOMO: -0.0864 Ha
Multiplicity: 1
Molecular weight: 114.2 g mol⁻¹
Energy relative to the best compared isomer or geometry (same formula, charge and spin): 8.7137 eV

Cartesian coordinates (Å):
C  2.304  -1.376  0.957
O  3.383  -1.644  0.177
C  0.996  -0.871  0.408
C  1.130  0.428  -0.596
C  -0.112  1.211  -1.177
C  -1.262  1.772  -0.280
N  -2.281  0.817  0.660
C  -2.568  -0.432  -0.057
H  2.664  -0.787  1.906
H  1.938  -2.340  1.398
H  0.339  -0.516  1.289
H  0.391  -1.691  -0.143
H  1.714  -0.027  -1.430
H  1.989  1.027  -0.149
H  -0.010  1.227  -2.264
H  -0.865  2.455  0.604
H  -2.036  2.280  -0.745
H  -1.476  -0.204  0.126
H  -3.349  -0.982  0.444
H  -2.890  -0.348  -1.128

Cartesian forces (eV/Å) of the 6 atoms listed first:
2.3 -1.2 1.3
-1.0 0.7 -0.4
-2.7 2.1 -0.6
0.8 -0.4 -0.1
-0.1 -2.3 2.9
2.0 -1.0 2.8



No. 5
This record from the Open Molecules 2025 dataset describes the ion C6H12NO2 with charge +1 in a non-equilibrium geometry. The level of theory is ωB97M-V/def2-TZVPD.

Calculated values
Charge: +1
Gap between HOMO and LUMO: 8.8 eV
HOMO: -0.5311 Ha
Multiplicity: 1
Molecular weight: 130.2 g mol⁻¹
Energy relative to the best compared isomer or geometry (same formula, charge and spin): 1.2869 eV
SMILES: CCCC(=O)/[N+](C)=C/O

Cartesian coordinates (Å):
C  2.129  -0.437  -1.438
C  0.841  0.104  0.573
C  -1.754  -1.476  1.428
C  0.097  1.149  -1.641
C  -0.283  0.745  1.311
C  -1.609  0.091  1.111
N  1.051  0.413  -0.786
O  1.529  -0.691  1.114
O  2.329  -0.324  -2.652
H  2.745  -0.947  -0.761
H  -1.384  -1.501  2.504
H  -2.795  -1.779  1.292
H  -1.068  -2.049  0.823
H  0.507  2.154  -1.946
H  -0.824  1.152  -1.000
H  -0.038  0.595  -2.501
H  -0.035  0.645  2.377
H  -0.368  1.820  1.067
H  -1.924  0.416  0.131
H  -2.327  0.541  1.821
H  3.180  -0.622  -2.829

Cartesian forces (eV/Å) of the 6 atoms listed first:
-5.5 5.0 4.6
-1.1 0.4 1.0
1.2 2.5 0.8
0.3 1.5 2.4
0.5 1.1 1.0
-1.9 -1.3 0.4



No. 6
This record from the Open Molecules 2025 dataset describes the molecule C6H12NO2P in a non-equilibrium geometry. The level of theory is ωB97M-V/def2-TZVPD.

Calculated values
Charge: 0
Gap between HOMO and LUMO: 9.0 eV
HOMO: -0.3088 Ha
Multiplicity: 1
Molecular weight: 161.1 g mol⁻¹
Energy relative to the best compared isomer or geometry (same formula, charge and spin): 5.5475 eV
SMILES: C[C@@]1(P)[C@@H](CO)CC=[N+]1[O-]

Cartesian coordinates (Å):
C  1.859  1.223  0.326
C  1.564  -0.039  1.085
C  0.006  -0.202  0.801
C  -0.358  0.697  -0.355
C  -0.206  -0.017  -2.001
C  -0.516  -1.693  0.782
N  0.820  1.659  -0.425
O  0.818  2.629  -1.196
O  -1.271  -2.033  1.879
P  -1.947  1.656  -0.144
H  2.822  1.637  0.071
H  1.954  -0.926  0.582
H  1.807  -0.113  2.154
H  -0.537  0.171  1.599
H  -0.507  -1.052  -1.887
H  0.874  -0.083  -2.273
H  -0.808  0.548  -2.598
H  0.281  -2.402  0.716
H  -1.177  -1.932  -0.081
H  -0.682  -2.264  2.660
H  -2.706  0.488  -0.357
H  -2.092  2.047  -1.338

Cartesian forces (eV/Å) of the 6 atoms listed first:
-1.7 0.3 -1.3
-1.8 -0.3 -1.3
0.5 -1.6 -0.4
1.5 -0.2 -3.8
2.1 -1.0 4.9
0.1 0.6 -1.7



No. 7
This record from the Open Molecules 2025 dataset describes a cluster of 2 separate species, C6H12NO4S in total in a non-equilibrium geometry. The level of theory is ωB97M-V/def2-TZVPD.

Calculated values
Charge: +1
Gap between HOMO and LUMO: 8.4 eV
HOMO: -0.4705 Ha
Multiplicity: 1
Molecular weight: 194.2 g mol⁻¹
Energy relative to the best compared isomer or geometry (same formula, charge and spin): 6.7345 eV

Cartesian coordinates (Å):
N  0.214  -0.562  -0.879
S  1.226  0.109  -2.134
C  2.950  -0.623  -2.154
C  3.821  -0.061  -0.700
C  2.849  0.864  0.389
O  3.358  -0.685  0.646
H  0.166  0.034  -0.024
H  0.537  -1.529  -0.654
H  0.635  -0.368  -3.349
H  3.599  -0.119  -2.987
H  2.999  -1.792  -2.124
H  5.020  0.285  -0.852
H  2.871  0.866  1.542
H  3.731  1.671  0.343
C  -3.833  0.524  0.489
C  -3.970  -0.570  1.497
O  -2.724  -0.554  2.166
C  -2.203  0.698  2.006
O  -1.219  1.115  2.593
O  -2.928  1.421  1.103
H  -4.786  1.017  0.278
H  -3.398  0.172  -0.453
H  -4.765  -0.371  2.224
H  -4.149  -1.544  1.033

Cartesian forces (eV/Å) of the 6 atoms listed first:
1.4 -0.7 -1.2
-0.4 -0.1 1.0
2.5 0.1 2.0
-3.3 -1.4 2.4
3.1 -0.1 -0.6
3.3 2.5 -5.1



No. 8
This record from the Open Molecules 2025 dataset describes the ion C6H12NS with charge +1 in a non-equilibrium geometry. The level of theory is ωB97M-V/def2-TZVPD.

Calculated values
Charge: +1
Gap between HOMO and LUMO: 10.0 eV
HOMO: -0.4855 Ha
Multiplicity: 1
Molecular weight: 130.2 g mol⁻¹
Energy relative to the best compared isomer or geometry (same formula, charge and spin): 2.6843 eV
SMILES: C[C@@H]1[NH2+][C@]2(C)C[C@@H]2S1

Cartesian coordinates (Å):
C  -1.528  -1.450  -0.327
C  -0.081  -1.596  0.219
C  0.942  0.626  1.158
C  -0.476  -0.526  -0.778
C  0.781  1.780  2.051
C  0.126  -0.657  -2.235
N  -0.252  0.851  -0.175
S  0.323  -0.975  1.863
H  -2.032  -2.190  -1.003
H  -2.289  -0.973  0.158
H  0.372  -2.508  -0.032
H  2.024  0.399  0.658
H  0.888  2.786  1.632
H  1.649  1.757  2.682
H  -0.202  1.910  2.337
H  1.152  -0.385  -2.291
H  -0.511  0.078  -2.817
H  0.001  -1.660  -2.561
H  -1.223  1.247  0.171
H  0.335  1.485  -0.711

Cartesian forces (eV/Å) of the 6 atoms listed first:
0.6 -0.7 -1.2
-2.2 0.8 0.8
-0.2 -1.9 -2.1
3.5 -0.5 -2.2
2.0 1.3 -1.6
-2.6 2.1 1.4